1.
ORCA calculation (ωB97M-V with the def2-TZVPD basis set) on a molecular structure, C19H15N3O7SV.

Geometry as XYZ:
```
46
Properties=species:S:1:pos:R:3
V 0.09177 -0.08173 0.10860
C 4.45693 3.63956 6.13050
C 3.33450 3.11355 5.28082
C 3.12884 3.59913 3.99228
C 2.10833 3.10506 3.19502
C 1.28685 2.10718 3.69559
C 1.46214 1.61328 4.98199
C 2.48536 2.11746 5.76463
S 0.00732 1.44266 2.68769
O -0.18112 2.36764 1.60008
O -1.10409 1.04949 3.49381
N 0.65383 0.03265 2.06340
C 1.93045 0.13412 1.51604
C 3.11886 0.08400 2.27559
C 4.31762 0.13246 1.61499
C 4.35401 0.20576 0.21141
C 3.17425 0.20795 -0.47524
N 2.00111 0.17554 0.18517
H 4.72940 4.65342 5.84039
H 5.34536 3.01348 6.02523
H 4.18263 3.64692 7.18483
H 3.77028 4.38431 3.61076
H 1.93787 3.48946 2.19842
H 0.79294 0.85021 5.35860
H 2.62330 1.74297 6.77172
H 3.05414 0.00426 3.35022
H 5.24199 0.10015 2.17692
H 5.28919 0.23866 -0.32740
H 3.11791 0.23070 -1.55406
O -0.18631 -1.51924 -0.35509
O -2.28203 2.49047 -1.88285
C -2.13244 1.43396 -1.33116
O -0.95922 1.12861 -0.75233
C -3.25276 0.42644 -1.28198
C -4.46466 0.77068 -1.87312
C -5.50734 -0.14314 -1.88121
C -5.34819 -1.39658 -1.30962
C -4.13390 -1.71532 -0.72872
C -3.08153 -0.82596 -0.70420
N -3.96983 -3.04179 -0.10659
O -2.92919 -3.25752 0.47400
O -4.91872 -3.80017 -0.14064
H -4.57031 1.74950 -2.31960
H -6.45380 0.11727 -2.33510
H -6.14591 -2.12431 -1.30354
H -2.08788 -0.98676 -0.30913
```

Results
M: 480.354 g mol⁻¹
2S+1: 2
HOMO (alpha / beta): -9.463 / -9.764 eV
expectation value of S²: 0.759
total charge: 0
frontier orbital gap (alpha / beta): 8.8 / 9.1 eV

=====

2.
ORCA calculation (ωB97M-V with the def2-TZVPD basis set) on 2 unconnected molecules or ions with the total composition C19H15N4O4.

Geometry as XYZ:
```
42
Properties=species:S:1:pos:R:3
C -7.75929 -1.45005 -0.42233
C -7.43386 -0.21652 0.14659
C -6.21438 0.39979 -0.13238
C -5.30485 -0.21387 -1.01490
C -4.00659 0.46034 -1.35607
O -2.91783 -0.37764 -0.87903
C -1.74329 0.29191 -0.84996
N -0.75498 -0.59510 -0.29379
N 0.40365 -0.11708 -0.13135
C 1.43054 -1.16926 -0.00047
O 1.22852 -2.36280 0.02296
O 2.63746 -0.56970 0.09652
C 3.67476 -1.51706 0.48396
C 4.95042 -0.73211 0.55236
C 6.06051 -1.07096 -0.24216
C 7.22897 -0.31066 -0.16078
C 7.30261 0.79642 0.69172
C 6.17908 1.15474 1.44703
C 5.00448 0.40892 1.36259
O -1.56493 1.43623 -1.21434
C -5.60579 -1.47460 -1.54467
C -6.83469 -2.07600 -1.26930
H -8.72336 -1.91221 -0.21860
H -8.14116 0.27754 0.81613
H -5.94404 1.36099 0.31784
H -3.88123 0.56457 -2.44740
H -3.91888 1.43569 -0.86324
H 3.39680 -1.91725 1.47390
H 3.73298 -2.33604 -0.24524
H 5.97479 -1.91858 -0.93142
H 8.09491 -0.58902 -0.76663
H 8.22845 1.36412 0.78099
H 6.21209 2.02726 2.09869
H 4.11028 0.72636 1.90934
H -4.87081 -1.97980 -2.18114
H -7.07168 -3.04482 -1.70423
C 0.71766 2.29068 1.01932
C 1.42905 2.91534 0.00019
N 1.99789 3.42563 -0.88978
C 1.29719 2.25823 2.27213
N 1.76071 2.19078 3.35059
H -0.36212 2.16558 0.91636
```

Results
M: 363.353 g mol⁻¹
HOMO: -3.266 eV
total charge: -1
frontier orbital gap: 4.8 eV

=====

3.
ORCA calculation (ωB97M-V with the def2-TZVPD basis set) on a molecular structure, C19H16AlBBrCl5F3KNaO11P.

Geometry as XYZ:
```
60
Properties=species:S:1:pos:R:3
O 1.20672 -2.51520 -0.63478
C 1.64919 -3.11053 -1.53374
Br 1.13093 -4.98580 -1.75858
C 2.56582 -2.64774 -2.60360
P 1.98842 -1.15074 -3.64495
Cl 3.56308 0.12613 -3.41169
C 0.72091 -0.30587 -2.65694
C -0.59783 -0.95697 -2.43732
C -1.04446 -2.11831 -3.01183
C -2.27800 -2.65518 -2.71321
C -3.09792 -2.03724 -1.81219
C -2.66957 -0.86214 -1.24793
C -1.45674 -0.30897 -1.54865
H 3.52474 -2.42143 -2.15431
H 2.72882 -3.46037 -3.29178
H 0.55078 0.62102 -3.20725
H 1.12604 -0.00646 -1.70213
H -0.42678 -2.65174 -3.71012
H -2.55789 -3.57425 -3.17974
H -4.05434 -2.45200 -1.56128
H -3.30556 -0.34344 -0.51177
H -1.11978 0.60674 -1.09985
C -2.78318 0.03599 2.83978
C -2.44603 -1.23770 3.43320
C -1.14421 -1.81901 2.90787
O -0.65940 -2.84122 3.32249
C -0.45218 -1.11168 1.82135
C -0.78800 0.11554 1.23142
C -2.04117 0.76567 1.83697
O -2.44394 1.88113 1.50511
O -0.19125 0.70636 0.32951
O -3.10223 -1.81520 4.25639
H -3.69024 0.54646 3.14945
H 0.42747 -1.64044 1.46595
K 0.17870 1.43116 2.73307
C 5.40217 2.50317 -5.45437
Cl 6.27204 3.82499 -6.23731
Cl 5.73167 2.53992 -3.70464
Cl 3.67252 2.57222 -5.72059
Cl 5.99834 0.96241 -6.11255
C -1.88248 3.58958 -2.70953
O -0.62646 3.02367 -2.41087
H -2.29416 3.06848 -3.56978
H -2.55296 3.46265 -1.84706
H -1.79054 4.65208 -2.94199
H -0.25136 3.48336 -1.65500
Na 5.38502 -2.38905 -2.86725
Al -3.90100 1.34963 0.18709
O 7.36127 -2.98836 -0.72262
H 7.68892 -3.33748 0.11456
B -1.12770 2.19409 8.68400
O -0.60886 2.11591 7.25388
C -1.45849 1.47171 6.53310
O -1.34319 1.23772 5.34324
C -2.65692 1.04123 7.40137
O -3.60721 0.42963 6.99579
O -2.44100 1.46519 8.61940
F -1.31275 3.50515 9.03506
F -0.25513 1.56087 9.52689
F 1.58733 0.85464 -5.13966
```

Results
M: 865.345 g mol⁻¹
HOMO: -8.618 eV
total charge: 0
frontier orbital gap: 1.7 eV

=====

Question: Number 1 is which compound?
Answer: C19H15N3O7SV

=====

Question: Which value of M does entry 3 give?
Answer: 865.345 g mol⁻¹

=====

Question: Which value of total charge does entry 2 give?
Answer: -1